No. 1
A molecular structure, C54H95F3O35 in a non-equilibrium geometry. Source: the OMol25 dataset; level of theory: ωB97M-V/def2-TZVPD.

Properties
**Orbital gap**: 0.33065 Eh
**E_HOMO**: -9.2 eV
**LUMO energy**: -0.21 eV

The geometry in XYZ format:
```
187
Properties=species:S:1:pos:R:3:mulliken_charge:R:1
C 2.012 -1.107 3.098 -0.25
O 1.283 0.042 2.821 -0.02
C 0.119 0.292 3.588 -1.14
C -1.130 -0.226 2.950 0.27
O -1.273 0.286 1.660 0.79
C -0.359 -0.191 0.688 1.33
C -1.013 -0.227 -0.688 0.98
O -0.631 0.814 -1.568 0.14
C -1.416 1.970 -1.366 -0.31
H 1.396 -2.018 3.142 0.41
H 2.487 -1.039 4.082 -0.02
H 2.729 -1.347 2.314 -0.21
H 0.123 1.381 3.705 0.31
H 0.342 0.011 4.629 0.81
H -1.926 0.142 3.602 -0.06
H -1.247 -1.317 3.018 -0.18
H 0.121 -1.161 0.843 -0.07
H 0.440 0.554 0.593 -1.56
H -2.113 -0.272 -0.697 0.02
H -0.765 -1.173 -1.190 -1.60
H -1.471 2.281 -0.315 -0.17
H -2.474 1.756 -1.581 -0.13
H -1.091 2.743 -2.052 0.35
C 2.964 -3.089 -0.903 0.36
O 3.983 -2.307 -1.504 -0.42
C 4.098 -1.042 -0.840 0.12
C 4.683 -0.098 -1.867 -1.12
O 6.029 -0.469 -2.018 -0.29
C 6.837 0.456 -2.749 -0.38
C 7.930 -0.206 -3.557 -0.65
O 7.579 -1.127 -4.590 -0.40
C 6.737 -2.173 -4.165 -0.35
H 2.820 -4.013 -1.465 0.17
H 2.021 -2.530 -0.910 0.00
H 3.268 -3.377 0.106 -0.25
H 4.849 -1.244 -0.058 0.49
H 3.264 -0.671 -0.233 -0.21
H 4.649 0.909 -1.424 0.38
H 4.093 -0.180 -2.782 0.58
H 7.333 0.998 -1.935 0.29
H 6.214 1.160 -3.300 0.32
H 8.751 -0.674 -3.004 0.34
H 8.405 0.642 -4.066 0.36
H 6.655 -2.891 -4.989 0.35
H 5.699 -1.864 -4.031 -0.05
H 7.074 -2.746 -3.298 0.28
C -4.424 3.449 1.615 -0.61
O -5.359 2.528 1.126 -0.45
C -4.716 1.410 0.604 0.26
C -5.687 0.398 -0.020 -0.07
O -6.746 1.014 -0.689 -0.50
C -6.224 1.832 -1.742 -0.12
C -6.290 1.122 -3.057 -0.25
O -5.498 -0.058 -3.025 0.07
C -5.401 -0.713 -4.219 -0.83
H -3.709 3.892 0.910 0.18
H -3.818 2.994 2.415 0.13
H -4.976 4.248 2.111 0.40
H -4.099 0.861 1.329 0.26
H -4.001 1.705 -0.173 -0.37
H -6.065 -0.188 0.816 0.42
H -5.113 -0.253 -0.677 0.06
H -5.287 2.286 -1.418 0.06
H -6.899 2.697 -1.711 0.49
H -5.746 1.738 -3.803 -0.20
H -7.290 0.991 -3.488 0.43
H -5.008 -1.730 -4.182 0.15
H -4.833 -0.187 -4.999 0.20
H -6.372 -0.887 -4.717 0.38
C -2.494 -4.798 2.814 -1.36
C -3.019 -3.589 2.090 0.41
O -3.822 -4.020 0.990 -0.36
C -4.017 -3.189 0.005 0.27
O -3.465 -2.158 -0.126 -0.41
C -5.010 -3.696 -1.052 0.94
F -4.500 -3.715 -2.250 -0.24
F -5.552 -4.852 -0.784 -0.28
F -5.949 -2.750 -0.976 -0.23
H -1.691 -5.213 2.195 0.17
H -3.168 -5.651 2.914 0.37
H -2.140 -4.572 3.816 0.40
H -2.233 -2.859 1.911 -0.31
H -3.708 -3.094 2.789 0.47
C -5.219 3.753 -7.649 -1.57
C -3.961 3.971 -6.864 0.59
C -3.730 5.329 -6.210 -0.37
O -3.570 5.033 -4.842 -0.35
C -3.737 3.727 -4.581 0.59
O -3.754 3.301 -3.467 -0.57
O -3.932 3.034 -5.724 -0.35
H -5.466 2.691 -7.680 0.34
H -5.210 4.126 -8.674 0.39
H -6.112 4.214 -7.212 0.37
H -3.054 3.603 -7.353 0.29
H -4.506 6.076 -6.419 0.32
H -2.882 5.853 -6.664 0.21
C 4.374 -1.066 7.431 -1.11
C 3.675 -0.073 8.323 0.50
C 3.433 1.393 7.907 -0.42
O 2.015 1.552 7.907 -0.33
C 1.412 0.452 8.451 0.70
O 0.244 0.327 8.669 -0.55
O 2.339 -0.507 8.689 -0.37
H 4.527 -1.995 7.979 0.36
H 5.257 -0.565 7.034 0.36
H 3.812 -1.438 6.568 0.09
H 4.210 0.035 9.270 0.24
H 3.814 1.585 6.896 0.27
H 3.833 2.069 8.669 0.26
C 0.297 4.415 1.469 -1.13
C 1.541 4.078 0.694 0.16
C 2.076 2.636 0.877 0.02
O 2.011 2.036 -0.413 0.34
C 1.545 2.914 -1.319 -0.40
O 1.396 2.604 -2.455 0.13
O 1.205 4.066 -0.751 -0.41
H -0.122 5.365 1.134 0.38
H 0.499 4.586 2.527 0.41
H -0.421 3.609 1.314 0.06
H 2.346 4.808 0.761 0.39
H 1.351 2.099 1.491 -0.44
H 3.112 2.628 1.205 0.31
C -3.306 0.216 7.793 -1.49
C -2.599 1.390 7.206 0.74
C -2.817 1.649 5.705 0.57
O -2.893 3.069 5.626 -0.33
C -3.246 3.539 6.826 0.52
O -3.480 4.645 7.093 -0.54
O -3.175 2.588 7.773 -0.39
H -4.378 0.401 7.848 0.39
H -3.025 0.028 8.835 0.35
H -2.978 -0.722 7.337 0.35
H -1.510 1.384 7.280 0.11
H -3.674 1.087 5.327 0.21
H -1.920 1.358 5.171 -0.60
C 3.985 -4.250 2.331 -0.30
C 4.760 -4.485 3.604 0.27
C 4.984 -3.319 4.577 -0.32
O 4.318 -3.690 5.750 -0.22
C 3.995 -5.012 5.704 0.54
O 3.687 -5.637 6.666 -0.55
O 3.961 -5.415 4.414 -0.41
H 4.632 -4.199 1.445 0.35
H 3.450 -3.308 2.197 -0.58
H 3.353 -5.111 2.119 0.28
H 5.599 -5.157 3.430 0.44
H 4.680 -2.346 4.197 0.27
H 6.072 -3.234 4.672 0.29
C 3.138 3.642 -5.440 -1.57
C 1.639 3.501 -5.739 0.99
C 0.729 3.780 -4.526 0.89
O -0.173 4.762 -5.023 -0.41
C 0.172 5.160 -6.270 0.50
O -0.380 6.053 -6.804 -0.58
O 1.175 4.412 -6.731 -0.39
H 3.422 3.110 -4.534 0.21
H 3.407 4.688 -5.277 0.38
H 3.622 3.212 -6.316 0.40
H 1.579 2.459 -6.051 0.15
H 1.285 4.251 -3.707 -0.07
H 0.279 2.865 -4.138 -0.45
C -0.526 -3.499 -1.836 0.38
C -0.131 -4.701 -0.982 0.47
C 1.316 -5.168 -1.281 -0.80
O 2.014 -4.984 -0.051 -0.45
C 1.215 -4.420 0.869 0.52
O 1.553 -4.141 1.958 -0.47
O 0.001 -4.199 0.366 -0.17
H -0.255 -3.625 -2.886 -0.05
H -0.308 -2.600 -1.266 -0.26
H -1.611 -3.406 -2.006 0.05
H -0.851 -5.513 -0.911 0.49
H 1.735 -4.530 -2.059 0.36
H 1.402 -6.205 -1.594 0.53
C -0.730 -1.968 -3.244 -1.34
C -0.022 -0.701 -3.633 2.46
C 1.489 -0.647 -3.420 1.35
O 2.039 -0.774 -4.752 -0.49
C 1.072 -0.560 -5.646 0.30
O 1.213 -0.380 -6.812 -0.60
O -0.129 -0.358 -5.017 -0.54
H -1.800 -1.785 -3.156 0.35
H -0.360 -2.349 -2.286 -1.30
H -0.526 -2.819 -3.903 0.79
H -0.366 0.075 -2.937 -0.16
H 1.900 -1.406 -2.756 -0.24
H 1.907 0.325 -3.150 -0.43
```



No. 2
14 unconnected molecules or ions with the total composition C55H103F3O25S7 in a non-equilibrium geometry. Source: the OMol25 dataset; level of theory: ωB97M-V/def2-TZVPD.

Properties
**Orbital gap (spin up / spin down)**: 0.07684 / 0.33446 Eh
**E_HOMO (spin up / spin down)**: -0.3 / -7.3 eV
**Multiplicity**: 2
**Net charge**: -1
**LUMO energy (spin up / spin down)**: 1.79 / 1.79 eV

The geometry in XYZ format:
```
193
Properties=species:S:1:pos:R:3:mulliken_spin:R:1
C 4.738 -4.978 -0.618 0.00
C 4.090 -3.741 -0.076 0.00
C 4.348 -2.754 -1.220 0.00
O 5.006 -3.395 -2.277 0.00
C 4.750 -4.764 -2.155 0.00
H 4.198 -5.889 -0.363 0.00
H 5.794 -5.100 -0.374 0.00
H 4.505 -3.309 0.835 0.00
H 3.030 -3.944 0.080 0.01
H 4.807 -1.836 -0.854 0.00
H 3.378 -2.358 -1.522 0.01
H 5.486 -5.252 -2.794 0.00
H 3.813 -5.056 -2.628 0.00
C -0.061 1.711 -6.212 0.00
C 0.224 0.974 -7.493 0.00
C 0.353 -0.443 -6.973 0.00
O -0.592 -0.495 -5.936 0.00
C -1.084 0.814 -5.653 0.03
H -0.464 2.704 -6.413 0.00
H 0.757 1.798 -5.497 0.00
H 1.132 1.332 -7.980 0.00
H -0.640 0.912 -8.154 0.00
H 1.333 -0.547 -6.506 0.00
H 0.092 -1.162 -7.749 0.00
H -1.151 0.818 -4.565 -0.02
H -2.051 0.961 -6.133 0.01
C 1.125 5.207 -4.142 0.00
C 0.298 4.091 -3.490 0.00
C -0.376 4.900 -2.368 0.00
O 0.710 5.667 -1.869 0.00
C 1.448 6.146 -2.992 0.00
H 0.453 5.688 -4.854 0.00
H 2.071 4.907 -4.593 0.00
H 0.973 3.275 -3.233 0.00
H -0.483 3.689 -4.135 0.00
H -0.732 4.206 -1.606 0.00
H -1.154 5.598 -2.678 0.00
H 2.517 6.020 -2.815 0.00
H 1.117 7.165 -3.188 0.00
C 0.216 -0.845 0.354 0.02
C -0.986 -0.070 -0.016 -0.14
C -0.499 1.180 -0.730 0.03
O 0.863 0.939 -0.989 0.00
C 1.152 -0.432 -0.717 0.02
H -0.022 -1.909 0.331 0.03
H 0.676 -0.695 1.330 0.00
H -1.627 0.078 0.852 0.02
H -1.523 -0.639 -0.775 0.01
H -0.493 2.047 -0.070 0.02
H -1.072 1.272 -1.653 0.01
H 2.167 -0.583 -0.347 0.00
H 1.000 -1.024 -1.620 0.00
O -3.388 -2.662 -1.450 -0.33
S -4.445 -1.882 -0.786 2.36
O -4.117 -0.750 0.084 -0.10
O -5.425 -1.377 -2.047 -0.13
C -5.519 -2.173 -3.233 0.11
C -6.789 -1.803 -3.971 0.12
C -5.694 -3.021 -0.058 -2.54
H -5.438 -3.216 -2.926 0.06
H -4.719 -1.944 -3.937 -0.12
H -7.094 -2.496 -4.755 -0.04
H -6.826 -0.860 -4.516 0.01
H -7.654 -1.772 -3.309 0.07
H -5.406 -3.536 0.859 0.37
H -5.955 -3.717 -0.854 0.60
H -6.534 -2.332 0.039 0.27
O -0.473 -3.708 7.396 -0.01
S -1.196 -4.394 6.316 0.10
O -2.556 -4.932 6.544 0.01
O -1.170 -3.407 4.980 -0.15
C -2.030 -3.732 3.912 0.32
C -2.040 -2.697 2.830 -0.30
C -0.110 -5.790 5.693 0.01
H -3.074 -3.885 4.186 0.03
H -1.795 -4.738 3.564 -0.03
H -2.652 -3.065 2.006 -0.05
H -1.033 -2.636 2.419 0.00
H -2.416 -1.761 3.245 0.01
H 0.465 -6.112 6.561 -0.01
H 0.542 -5.386 4.919 0.01
H -0.656 -6.688 5.406 0.02
O 5.220 0.776 0.409 0.00
S 4.975 0.246 1.750 0.00
O 4.064 -0.902 1.938 0.00
O 6.429 -0.106 2.480 0.00
C 6.525 -0.329 3.919 0.00
C 7.470 -1.461 4.248 0.00
C 4.356 1.575 2.789 0.00
H 5.515 -0.508 4.285 0.00
H 6.828 0.665 4.250 0.00
H 6.976 -2.418 4.078 0.00
H 7.796 -1.420 5.287 0.00
H 8.377 -1.369 3.651 0.00
H 3.566 1.874 2.099 0.00
H 5.124 2.337 2.918 0.00
H 3.900 1.139 3.679 0.00
O 2.710 -4.033 5.950 0.00
S 3.156 -2.951 5.062 0.01
O 3.559 -1.657 5.503 0.00
O 4.496 -3.540 4.223 0.00
C 4.338 -4.764 3.577 0.00
C 5.659 -5.236 3.014 0.00
C 1.841 -2.794 3.729 -0.03
H 3.675 -4.478 2.761 0.00
H 3.871 -5.528 4.198 0.00
H 6.109 -4.465 2.388 0.00
H 5.531 -6.151 2.436 0.00
H 6.341 -5.382 3.852 0.00
H 2.388 -2.333 2.906 0.01
H 1.050 -2.166 4.137 0.01
H 1.578 -3.832 3.525 0.00
O -4.707 4.190 2.335 -0.01
S -4.312 3.055 3.145 0.02
O -3.089 3.046 3.926 0.00
O -5.558 2.661 4.178 -0.01
C -5.356 1.695 5.164 0.04
C -6.534 1.787 6.015 0.03
C -4.273 1.668 1.951 -0.06
H -4.439 1.955 5.694 -0.01
H -5.219 0.694 4.755 0.00
H -6.556 2.822 6.354 0.00
H -6.450 1.139 6.888 -0.01
H -7.452 1.527 5.489 0.00
H -3.764 0.916 2.555 0.06
H -3.695 2.099 1.134 0.00
H -5.283 1.346 1.698 -0.03
O 1.465 -6.091 -1.625 -0.02
S 0.561 -4.985 -1.915 0.31
O 0.837 -3.644 -1.374 0.02
O 0.374 -4.800 -3.542 -0.02
C -0.215 -3.573 -4.059 -0.06
C -1.566 -3.914 -4.784 0.07
C -1.154 -5.504 -1.329 -0.16
H 0.558 -3.079 -4.648 -0.01
H -0.422 -2.841 -3.279 0.01
H -2.126 -4.611 -4.160 0.01
H -1.314 -4.431 -5.709 0.00
H -2.218 -3.055 -4.946 -0.02
H -1.041 -5.531 -0.245 0.03
H -1.359 -6.502 -1.718 0.05
H -1.930 -4.799 -1.626 -0.08
O -1.447 3.928 1.058 0.01
S -1.029 5.273 1.383 -0.01
O 0.399 5.686 1.410 0.00
O -1.770 6.346 0.330 0.00
C -1.387 7.699 0.380 0.00
C -2.536 8.590 0.051 0.00
C -1.676 5.718 3.043 0.00
H -0.540 7.848 -0.290 0.00
H -1.008 7.965 1.366 0.00
H -2.308 9.559 0.496 0.00
H -3.436 8.241 0.557 0.00
H -2.702 8.777 -1.010 0.00
H -2.660 5.262 3.154 0.00
H -1.561 6.780 3.262 0.00
H -0.995 5.126 3.654 0.00
F -4.235 2.525 -5.311 0.00
C -4.100 2.942 -4.052 0.04
C -4.090 4.288 -3.746 -0.01
C -4.027 4.722 -2.399 0.01
C -3.863 3.738 -1.421 0.00
C -3.842 2.377 -1.711 0.11
C -3.954 2.017 -3.039 -0.10
H -4.300 4.945 -4.576 0.00
H -4.002 5.777 -2.170 0.00
H -3.710 4.075 -0.406 0.00
H -3.555 1.578 -1.044 0.01
H -3.885 1.005 -3.410 -0.01
F 2.093 3.605 3.206 0.00
C 1.416 2.572 3.765 0.00
C 1.711 2.120 5.065 0.00
C 1.064 0.992 5.572 0.00
C 0.075 0.341 4.798 -0.01
C -0.224 0.863 3.538 0.01
C 0.445 1.990 3.019 0.01
H 2.425 2.597 5.721 0.00
H 1.380 0.585 6.522 0.00
H -0.516 -0.423 5.282 0.03
H -1.050 0.477 2.961 -0.04
H 0.206 2.458 2.076 0.01
F 3.426 -1.630 -5.577 0.00
C 3.715 -0.454 -4.979 0.00
C 3.255 -0.251 -3.716 0.00
C 3.474 0.942 -3.028 0.00
C 4.245 1.913 -3.716 0.00
C 4.691 1.734 -5.035 0.00
C 4.438 0.500 -5.633 0.00
H 2.612 -0.993 -3.266 0.00
H 3.164 1.193 -2.025 0.00
H 4.435 2.849 -3.211 0.00
H 5.279 2.497 -5.525 0.00
H 4.861 0.298 -6.606 0.00
```